(1)
{"formula": "C4H7NO", "method": "the ωB97M-V functional and the def2-TZVPD basis", "mol_weight_g_mol": 85.11, "e_above_lowest_kcal_mol": 80.2, "total_energy_ev": -7796.1663, "homo_lumo_gap_ev": 8.74, "lumo_ha": 0.02522, "smiles": "[H]/N=C(O)/C=C\\C", "spin_multiplicity": 1, "symbols": ["H", "N", "C", "O", "C", "C", "C", "H", "H", "H", "H", "H", "H"], "positions_angstrom": [[-1.736259, 0.294215, 1.276489], [-1.372812, -0.163162, 0.431655], [-0.398222, -1.045898, 0.673618], [-0.403064, -1.795070, 1.804540], [0.491606, -1.014609, -0.390996], [0.057929, 0.211159, -0.988707], [0.456018, 1.578420, -0.517142], [0.467492, -2.193167, 1.921457], [0.930191, -1.855258, -0.909431], [-0.229478, 0.201505, -2.045208], [0.713313, 1.582775, 0.541715], [-0.322517, 2.318043, -0.713942], [1.345800, 1.881045, -1.084049]], "atomic_forces_ev_per_a": [[0.044, -0.094, -0.046], [0.323, 0.021, -0.131], [-0.086, 0.081, 0.084], [0.052, 0.155, -0.180], [-0.036, 0.035, -0.040], [-0.145, -0.133, 0.260], [-0.031, -0.002, 0.038], [-0.059, 0.040, -0.045], [-0.026, 0.025, 0.033], [0.014, 0.007, 0.029], [-0.016, -0.037, -0.033], [0.032, -0.054, 0.003], [-0.066, -0.044, 0.026]]}


(2)
{"formula": "C4H6O", "method": "the ωB97M-V functional and the def2-TZVPD basis", "mol_weight_g_mol": 70.09, "e_above_lowest_kcal_mol": 54.5, "total_energy_ev": -6289.5561, "homo_lumo_gap_ev": 9.85, "lumo_ha": 0.04210, "spin_multiplicity": 1, "symbols": ["C", "C", "C", "C", "O", "H", "H", "H", "H", "H", "H"], "positions_angstrom": [[-0.726412, -0.705520, -0.701195], [-1.607475, -0.583861, 0.302731], [-0.028776, 0.443232, -0.209792], [1.327304, 0.362670, 0.380881], [-1.066129, 0.572016, 0.742528], [-0.261547, -1.324311, -1.458190], [-2.531000, -1.054716, 0.648603], [-0.213344, 1.293017, -1.124171], [1.984273, 1.277330, 0.212360], [1.907565, -0.441273, -0.190383], [1.215538, 0.161414, 1.396625]], "atomic_forces_ev_per_a": [[0.757, -3.178, -1.100], [-0.186, -1.058, -1.919], [-0.692, 3.922, -3.317], [2.499, 0.481, -3.041], [-0.955, 2.303, 3.242], [-1.005, -0.602, 0.046], [0.437, 0.454, 0.103], [0.840, -1.647, 2.689], [-1.146, -0.868, 0.475], [-0.749, 0.767, 1.117], [0.201, -0.572, 1.706]]}